ORCA calculation (ωB97M-V/def2-TZVPD) on a structure of composition C43H50N8O8SbSi3TeTl at a distorted geometry.

Geometry as XYZ:
```
115
Properties=species:S:1:pos:R:3:lowdin_charge:R:1
Tl 0.04 0.57 -1.35 0.919
C 3.74 2.53 -3.53 -0.038
C 4.50 3.11 -2.53 -0.060
C 3.87 3.53 -1.36 -0.032
C 2.50 3.36 -1.23 -0.222
N 1.77 2.76 -2.18 0.063
C 2.38 2.37 -3.30 -0.121
C 1.81 3.90 -0.01 -0.194
C 2.38 4.99 0.64 -0.025
C 1.76 5.50 1.76 -0.063
C 0.56 4.96 2.17 -0.030
C 0.01 3.91 1.44 -0.199
N 0.65 3.38 0.39 0.177
C -1.35 3.41 1.78 -0.222
C -2.30 4.28 2.33 -0.025
C -3.56 3.80 2.64 -0.068
C -3.85 2.47 2.39 -0.090
C -2.86 1.69 1.82 -0.207
N -1.64 2.14 1.53 0.127
H 4.18 2.17 -4.44 0.110
H 5.57 3.23 -2.65 0.104
H 4.45 3.97 -0.57 0.100
H 1.75 1.88 -4.03 0.104
H 3.29 5.45 0.26 0.101
H 2.20 6.33 2.31 0.104
H 0.06 5.33 3.06 0.104
H -2.06 5.32 2.47 0.103
H -4.31 4.46 3.06 0.106
H -4.82 2.05 2.63 0.106
H -3.05 0.64 1.59 0.091
O 3.08 -0.74 -4.61 -0.022
C 2.36 -1.12 -3.67 -0.640
O 1.14 -0.81 -3.48 -0.168
C 2.99 -2.09 -2.69 -0.054
C 3.85 -3.04 -3.18 0.045
C 4.53 -3.92 -2.35 -0.175
C 4.41 -3.82 -0.96 0.054
C 3.58 -2.88 -0.43 -0.150
C 2.77 -2.00 -1.27 -0.305
O 1.95 -1.18 -0.71 -0.314
N 3.48 -2.61 0.96 -0.287
O 4.69 -2.84 1.65 -0.178
O 2.47 -3.28 1.64 -0.453
N 5.37 -4.93 -2.91 -0.379
O 5.99 -5.68 -2.15 0.005
O 5.46 -5.04 -4.13 0.018
H 4.00 -3.10 -4.25 0.124
H 4.99 -4.48 -0.33 0.122
C -6.26 0.81 -1.68 -0.392
Te -4.37 1.88 -1.30 1.352
C -6.53 3.25 -3.50 -0.119
C -7.46 2.87 -2.51 -0.240
C -8.63 3.68 -2.39 -0.086
C -9.57 3.50 -1.40 -0.146
C -9.43 2.46 -0.47 -0.154
C -8.35 1.61 -0.60 -0.100
C -7.39 1.76 -1.61 -0.339
H -6.35 -0.01 -0.97 0.046
H -6.10 0.41 -2.68 0.060
H -5.12 2.99 -4.91 0.115
H -6.87 4.05 -4.14 0.085
H -8.76 4.50 -3.09 0.092
H -10.42 4.17 -1.34 0.083
H -10.15 2.33 0.34 0.071
H -8.23 0.78 0.09 0.097
N -1.07 0.73 -4.82 0.170
C -2.11 0.81 -3.95 -0.587
O -2.17 -0.01 -3.01 -0.181
C -3.13 1.82 -4.22 -0.221
C -3.06 2.49 -5.46 -0.296
N -3.01 3.07 -6.46 0.106
C -4.25 2.15 -3.38 -0.521
N -5.28 2.77 -3.94 -0.032
H -0.94 1.43 -5.53 0.083
H -0.28 0.14 -4.56 0.066
C 1.72 -4.70 4.66 -0.227
Si 0.65 -3.18 4.31 0.342
C -1.07 -3.53 5.05 -0.242
C 1.35 -1.84 5.47 -0.286
Sb 1.00 -1.91 2.05 1.168
Si -0.76 -3.30 0.73 0.345
C -0.41 -3.49 -1.09 -0.199
C -0.77 -5.05 1.46 -0.236
C -2.49 -2.57 0.96 -0.224
Si 5.53 -1.46 2.07 0.429
C 4.52 0.11 1.88 -0.158
C 6.10 -1.63 3.86 -0.168
C 7.08 -1.40 1.02 -0.169
H 1.97 -4.78 5.72 0.021
H 2.65 -4.62 4.09 0.017
H 1.23 -5.63 4.34 0.019
H -0.99 -3.68 6.13 0.020
H -1.53 -4.42 4.61 0.004
H -1.74 -2.68 4.87 0.017
H 1.32 -2.12 6.53 0.016
H 0.80 -0.90 5.35 0.013
H 2.40 -1.64 5.21 0.008
H 0.56 -3.99 -1.25 0.038
H -0.36 -2.51 -1.59 0.010
H -1.18 -4.08 -1.58 0.037
H 0.26 -5.42 1.53 0.025
H -1.33 -5.74 0.82 0.024
H -1.20 -5.08 2.46 -0.003
H -2.56 -1.59 0.48 0.014
H -2.76 -2.46 2.02 0.015
H -3.24 -3.22 0.49 0.031
H 3.83 0.24 2.71 0.021
H 3.92 0.06 0.97 0.023
H 5.16 1.00 1.82 0.028
H 5.37 -2.16 4.48 0.020
H 6.25 -0.63 4.30 0.023
H 7.05 -2.16 3.92 0.021
H 6.84 -1.18 -0.03 0.033
H 7.57 -2.38 1.04 0.030
H 7.78 -0.65 1.38 0.023
```

Its maximum force is 1.674 eV/A. The value obtained for the HOMO-LUMO gap is 0.174 Eh. Its spin multiplicity is 1. Its molar mass is 1344.92 u. The calculation puts the relative energy (zero: lowest compared OMol25 entry of this formula, charge and spin) at 52.09 kcal/mol. Its charge is -2.